C15H31ClEuP2 | the ωB97M-V functional and the def2-TZVPD basis

Summary:
- HOMO (spin up / spin down) (eV) = -4.8 / -4.8
- M (g/mol) = 460.8
- gap between HOMO and LUMO (spin up / spin down) (eV) = 3.80 / 3.82
- energy above the lowest of the compared OMol25 structures with the same formula, charge and spin (kJ/mol) = 47.99
- expectation value of S² = 15.763
- E_LUMO (spin up / spin down) (eV) = -0.98 / -0.97

```
! wB97M-V def2-TZVPD RIJCOSX def2/J DEFGRID3
* xyz 0 8
P 1.138 0.014 -1.929
P -2.200 -0.635 0.124
C -0.319 -1.075 -1.970
C -1.667 -0.416 -1.608
H -0.164 -2.014 -1.393
H -0.386 -1.364 -3.040
H -1.722 0.653 -1.875
H -2.453 -0.924 -2.201
C -2.767 -2.390 0.090
H -3.206 -2.660 1.071
H -1.926 -3.073 -0.147
H -3.534 -2.528 -0.699
C -3.705 0.335 0.288
H -4.569 -0.305 0.033
H -3.685 1.181 -0.409
H -3.811 0.699 1.329
C 2.495 -0.983 -2.580
H 3.457 -0.559 -2.259
H 2.451 -0.997 -3.682
H 2.418 -2.017 -2.205
C 0.838 1.357 -3.085
H -0.167 1.764 -2.931
H 0.915 0.940 -4.108
H 1.594 2.147 -2.959
Eu -1.142 3.446 0.599
C -0.888 -0.722 1.533
C -0.237 -2.010 1.548
C 1.127 -2.292 1.178
C 2.249 -1.235 1.547
C 2.634 -0.353 0.500
C 1.745 0.474 -0.297
C 0.564 1.205 0.452
C -0.024 0.591 1.691
C 1.025 3.822 2.109
H -1.604 -0.653 2.371
H -0.802 -2.812 2.033
H 1.166 -2.547 0.097
H 1.443 -3.233 1.659
H 1.897 -0.755 2.479
H 3.136 -1.822 1.842
H 3.699 -0.163 0.353
H 2.391 1.314 -0.645
H -0.220 1.509 -0.288
H 1.104 2.085 0.853
H 0.776 0.424 2.421
H -0.640 1.349 2.227
H 1.001 4.912 2.187
H 2.014 3.453 1.727
H 0.765 3.339 3.072
Cl -2.205 3.527 2.895
*
```

***

C15H31ClO4P2Pt | the ωB97M-V functional and the def2-TZVPD basis

Summary:
- HOMO (spin up / spin down) (eV) = -4.7 / -7.4
- M (g/mol) = 567.9
- gap between HOMO and LUMO (spin up / spin down) (eV) = 5.25 / 7.94
- energy above the lowest of the compared OMol25 structures with the same formula, charge and spin (kJ/mol) = 0.00
- expectation value of S² = 2.010
- E_LUMO (spin up / spin down) (eV) = 0.54 / 0.51

```
! wB97M-V def2-TZVPD RIJCOSX def2/J DEFGRID3
* xyz 0 3
P 0.129 -1.676 -2.216
P -0.109 1.862 -1.832
C 0.216 -0.433 -3.551
C 0.594 1.021 -3.271
H -0.762 -0.510 -4.043
H 0.959 -0.834 -4.239
H 1.675 1.193 -3.297
H 0.153 1.635 -4.044
C -1.638 2.712 -2.305
H -1.923 3.383 -1.479
H -2.441 1.973 -2.452
H -1.494 3.294 -3.228
C 1.126 3.092 -1.363
H 1.105 3.940 -2.065
H 2.121 2.634 -1.390
H 0.905 3.441 -0.349
C -1.066 -3.022 -2.398
H -1.046 -3.645 -1.492
H -0.805 -3.644 -3.259
H -2.078 -2.625 -2.522
C 1.788 -2.422 -2.223
H 2.561 -1.646 -2.169
H 1.915 -2.974 -3.170
H 1.909 -3.127 -1.391
Pt -0.458 -0.023 -0.840
C 0.410 1.583 -6.147
C -0.926 1.604 -5.940
C -1.914 0.876 -6.805
C -1.543 -0.576 -7.198
C -0.733 -1.348 -6.207
C 0.611 -1.436 -6.236
C 1.542 -0.576 -7.046
C 1.103 0.897 -7.282
C 0.443 -2.009 1.079
H 1.084 2.253 -5.592
H -1.374 2.360 -5.284
H -2.059 1.467 -7.729
H -2.902 0.862 -6.322
H -2.485 -1.130 -7.335
H -1.047 -0.573 -8.184
H -1.315 -1.994 -5.539
H 1.110 -2.295 -5.754
H 1.704 -1.057 -8.025
H 2.539 -0.552 -6.571
H 2.021 1.480 -7.462
H 0.518 0.966 -8.208
H 0.548 -0.912 2.006
H 1.435 -1.968 0.577
H 0.201 -2.889 1.721
O -0.357 1.542 0.874
Cl -0.457 1.068 2.326
O 0.804 0.035 2.479
O -1.701 0.347 2.557
O -0.607 -1.524 0.447
*
```

***

C15H31F5OP2SnTe | the ωB97M-V functional and the def2-TZVPD basis

Summary:
- HOMO (spin up / spin down) (eV) = -7.2 / -7.2
- M (g/mol) = 630.7
- gap between HOMO and LUMO (spin up / spin down) (eV) = 4.37 / 4.36
- energy above the lowest of the compared OMol25 structures with the same formula, charge and spin (kJ/mol) = 69.90
- E_LUMO (spin up / spin down) (eV) = -2.81 / -2.81

```
! wB97M-V def2-TZVPD RIJCOSX def2/J DEFGRID3
* xyz 0 1
P 0.203 -1.580 -3.261
P 0.018 1.607 -3.149
C -0.194 -0.661 -4.835
C 0.290 0.794 -4.806
H -1.284 -0.686 -4.957
H 0.241 -1.200 -5.689
H 1.367 0.829 -5.010
H -0.208 1.387 -5.586
C -1.585 2.476 -3.498
H -1.806 3.167 -2.678
H -2.401 1.748 -3.547
H -1.552 3.039 -4.439
C 1.171 3.047 -3.355
H 1.000 3.582 -4.298
H 2.206 2.691 -3.331
H 1.036 3.745 -2.522
C -0.959 -3.011 -3.476
H -0.761 -3.762 -2.704
H -0.859 -3.481 -4.462
H -1.990 -2.665 -3.351
C 1.777 -2.413 -3.786
H 2.585 -1.678 -3.847
H 1.674 -2.913 -4.758
H 2.060 -3.156 -3.034
Sn 0.008 -0.187 3.361
C 0.672 1.343 1.885
C -0.715 1.277 1.807
C -1.493 0.559 0.716
C -1.870 -0.895 1.090
C -0.803 -1.630 1.871
C 0.570 -1.555 1.659
C 1.236 -0.772 0.540
C 1.654 0.659 0.959
C 0.092 -1.654 4.830
H 1.100 2.131 2.502
H -1.276 2.000 2.394
H -0.922 0.577 -0.216
H -2.415 1.116 0.522
H -2.772 -0.877 1.711
H -2.131 -1.457 0.180
H -1.168 -2.455 2.480
H 1.185 -2.309 2.143
H 0.574 -0.736 -0.330
H 2.132 -1.313 0.220
H 2.614 0.606 1.483
H 1.823 1.275 0.062
H 0.807 -1.389 5.616
H 0.367 -2.631 4.412
H -0.899 -1.742 5.294
F -0.723 1.418 8.613
Te -0.059 1.295 6.720
F 1.217 -0.119 7.369
F -1.310 2.761 6.183
F -1.567 0.022 6.435
F 1.389 2.630 7.105
O 0.653 1.147 4.766
*
```

***

C15H31FP2Pd | the ωB97M-V functional and the def2-TZVPD basis

Summary:
- HOMO (spin up / spin down) (eV) = -5.1 / -5.7
- M (g/mol) = 398.8
- gap between HOMO and LUMO (spin up / spin down) (eV) = 4.69 / 5.00
- energy above the lowest of the compared OMol25 structures with the same formula, charge and spin (kJ/mol) = 137.26
- expectation value of S² = 2.007
- E_LUMO (spin up / spin down) (eV) = -0.44 / -0.73

```
! wB97M-V def2-TZVPD RIJCOSX def2/J DEFGRID3
* xyz 0 3
P 1.750 1.286 0.888
P 0.310 -0.818 -2.180
C 2.321 0.407 -0.598
C 1.379 0.596 -1.804
H 2.509 -0.654 -0.356
H 3.292 0.852 -0.871
H 0.717 1.480 -1.710
H 1.991 0.737 -2.714
C 1.436 -2.136 -2.755
H 0.915 -3.098 -2.864
H 2.298 -2.253 -2.080
H 1.809 -1.862 -3.745
C -0.459 -0.309 -3.759
H 0.333 -0.350 -4.520
H -0.870 0.710 -3.705
H -1.243 -1.022 -4.047
C 2.700 0.700 2.294
H 2.176 0.970 3.223
H 3.694 1.172 2.284
H 2.823 -0.394 2.257
C 2.145 3.012 0.486
H 1.695 3.305 -0.470
H 3.232 3.151 0.403
H 1.755 3.685 1.257
Pd -3.257 -1.935 3.259
C -1.127 -1.365 -1.265
C 0.065 -1.731 -0.475
C 0.258 -1.369 0.988
C -0.419 -0.145 1.622
C -0.010 1.260 1.079
C -0.749 1.775 -0.077
C -1.817 1.125 -0.831
C -2.173 -0.397 -0.713
C -3.470 -0.235 3.978
H -1.578 -2.167 -1.861
H 0.425 -2.761 -0.613
H 1.339 -1.402 1.221
H -0.146 -2.232 1.561
H -1.505 -0.261 1.607
H -0.211 -0.191 2.703
H -0.116 1.963 1.928
H -0.712 2.886 -0.190
H -1.629 1.304 -1.928
H -2.760 1.670 -0.631
H -2.496 -0.691 0.301
H -3.078 -0.541 -1.323
H -4.553 -0.072 3.868
H -2.807 0.483 3.483
H -3.194 -0.518 5.011
F -2.987 -3.622 2.381
*
```

***

Please write out number 3 again, unchanged.
C15H31F5OP2SnTe | the ωB97M-V functional and the def2-TZVPD basis

Summary:
- HOMO (spin up / spin down) (eV) = -7.2 / -7.2
- M (g/mol) = 630.7
- gap between HOMO and LUMO (spin up / spin down) (eV) = 4.37 / 4.36
- energy above the lowest of the compared OMol25 structures with the same formula, charge and spin (kJ/mol) = 69.90
- E_LUMO (spin up / spin down) (eV) = -2.81 / -2.81

```
! wB97M-V def2-TZVPD RIJCOSX def2/J DEFGRID3
* xyz 0 1
P 0.203 -1.580 -3.261
P 0.018 1.607 -3.149
C -0.194 -0.661 -4.835
C 0.290 0.794 -4.806
H -1.284 -0.686 -4.957
H 0.241 -1.200 -5.689
H 1.367 0.829 -5.010
H -0.208 1.387 -5.586
C -1.585 2.476 -3.498
H -1.806 3.167 -2.678
H -2.401 1.748 -3.547
H -1.552 3.039 -4.439
C 1.171 3.047 -3.355
H 1.000 3.582 -4.298
H 2.206 2.691 -3.331
H 1.036 3.745 -2.522
C -0.959 -3.011 -3.476
H -0.761 -3.762 -2.704
H -0.859 -3.481 -4.462
H -1.990 -2.665 -3.351
C 1.777 -2.413 -3.786
H 2.585 -1.678 -3.847
H 1.674 -2.913 -4.758
H 2.060 -3.156 -3.034
Sn 0.008 -0.187 3.361
C 0.672 1.343 1.885
C -0.715 1.277 1.807
C -1.493 0.559 0.716
C -1.870 -0.895 1.090
C -0.803 -1.630 1.871
C 0.570 -1.555 1.659
C 1.236 -0.772 0.540
C 1.654 0.659 0.959
C 0.092 -1.654 4.830
H 1.100 2.131 2.502
H -1.276 2.000 2.394
H -0.922 0.577 -0.216
H -2.415 1.116 0.522
H -2.772 -0.877 1.711
H -2.131 -1.457 0.180
H -1.168 -2.455 2.480
H 1.185 -2.309 2.143
H 0.574 -0.736 -0.330
H 2.132 -1.313 0.220
H 2.614 0.606 1.483
H 1.823 1.275 0.062
H 0.807 -1.389 5.616
H 0.367 -2.631 4.412
H -0.899 -1.742 5.294
F -0.723 1.418 8.613
Te -0.059 1.295 6.720
F 1.217 -0.119 7.369
F -1.310 2.761 6.183
F -1.567 0.022 6.435
F 1.389 2.630 7.105
O 0.653 1.147 4.766
*
```

***

Repeat the first record exactly.
C15H31ClEuP2 | the ωB97M-V functional and the def2-TZVPD basis

Summary:
- HOMO (spin up / spin down) (eV) = -4.8 / -4.8
- M (g/mol) = 460.8
- gap between HOMO and LUMO (spin up / spin down) (eV) = 3.80 / 3.82
- energy above the lowest of the compared OMol25 structures with the same formula, charge and spin (kJ/mol) = 47.99
- expectation value of S² = 15.763
- E_LUMO (spin up / spin down) (eV) = -0.98 / -0.97

```
! wB97M-V def2-TZVPD RIJCOSX def2/J DEFGRID3
* xyz 0 8
P 1.138 0.014 -1.929
P -2.200 -0.635 0.124
C -0.319 -1.075 -1.970
C -1.667 -0.416 -1.608
H -0.164 -2.014 -1.393
H -0.386 -1.364 -3.040
H -1.722 0.653 -1.875
H -2.453 -0.924 -2.201
C -2.767 -2.390 0.090
H -3.206 -2.660 1.071
H -1.926 -3.073 -0.147
H -3.534 -2.528 -0.699
C -3.705 0.335 0.288
H -4.569 -0.305 0.033
H -3.685 1.181 -0.409
H -3.811 0.699 1.329
C 2.495 -0.983 -2.580
H 3.457 -0.559 -2.259
H 2.451 -0.997 -3.682
H 2.418 -2.017 -2.205
C 0.838 1.357 -3.085
H -0.167 1.764 -2.931
H 0.915 0.940 -4.108
H 1.594 2.147 -2.959
Eu -1.142 3.446 0.599
C -0.888 -0.722 1.533
C -0.237 -2.010 1.548
C 1.127 -2.292 1.178
C 2.249 -1.235 1.547
C 2.634 -0.353 0.500
C 1.745 0.474 -0.297
C 0.564 1.205 0.452
C -0.024 0.591 1.691
C 1.025 3.822 2.109
H -1.604 -0.653 2.371
H -0.802 -2.812 2.033
H 1.166 -2.547 0.097
H 1.443 -3.233 1.659
H 1.897 -0.755 2.479
H 3.136 -1.822 1.842
H 3.699 -0.163 0.353
H 2.391 1.314 -0.645
H -0.220 1.509 -0.288
H 1.104 2.085 0.853
H 0.776 0.424 2.421
H -0.640 1.349 2.227
H 1.001 4.912 2.187
H 2.014 3.453 1.727
H 0.765 3.339 3.072
Cl -2.205 3.527 2.895
*
```

***

Question: Among the records above, which one has the highest M?
Answer: C15H31F5OP2SnTe

***

Question: Which formula does entry 4 have?
Answer: C15H31FP2Pd